ORCA calculation (ωB97M-V/def2-TZVPD) on a single C56H62N4O10 molecule.

Last column: Mulliken charge in e.
Positions of all 132 atoms, in Å:
1 C -0.540 5.407 -3.474  -1.651
2 H -1.294 5.084 -4.188  0.350
3 H 0.421 5.004 -3.785  0.310
4 C -0.888 4.936 -2.067  1.216
5 H -1.871 5.319 -1.787  0.197
6 C 0.142 5.414 -1.047  -0.973
7 C -0.073 4.817 0.347  -0.939
8 N 0.197 3.394 0.382  0.649
9 C 1.462 2.932 0.396  -0.782
10 O 2.436 3.654 0.450  -0.706
11 C 1.564 1.398 0.359  -0.155
12 C 0.976 0.804 -0.895  0.737
13 C 0.625 -0.541 -0.923  -0.308
14 C 0.140 -1.121 -2.081  0.617
15 C -0.058 -0.348 -3.232  0.450
16 C 0.291 0.995 -3.203  -0.141
17 C 0.825 1.550 -2.054  -0.463
18 H 1.123 2.587 -2.071  0.438
19 H 0.176 1.621 -4.074  0.680
20 O -0.587 -0.994 -4.308  -0.457
21 C -0.981 -0.224 -5.409  -0.532
22 C -2.061 0.791 -5.038  0.712
23 O -2.708 0.769 -4.029  -0.541
24 O -2.188 1.713 -5.995  -0.360
25 C -3.180 2.710 -5.770  -0.351
26 H -3.000 3.209 -4.816  -0.039
27 H -3.096 3.412 -6.595  0.216
28 H -4.173 2.257 -5.751  0.313
29 H -0.135 0.290 -5.883  0.201
30 H -1.407 -0.932 -6.127  0.487
31 C -0.113 -2.592 -2.108  -0.733
32 O -0.942 -3.163 -1.442  -0.795
33 O 0.724 -3.206 -2.932  -0.002
34 C 0.693 -4.629 -2.922  -0.756
35 H 1.309 -4.954 -3.756  0.298
36 H -0.331 -4.989 -3.034  0.346
37 H 1.107 -4.987 -1.975  0.178
38 H 0.750 -1.151 -0.041  0.146
39 N 2.952 0.991 0.535  1.042
40 C 3.328 0.578 1.772  0.564
41 O 2.524 0.492 2.684  -0.667
42 C 4.799 0.237 1.947  -0.475
43 H 5.185 -0.265 1.062  0.181
44 C 5.050 -0.629 3.183  -1.197
45 H 4.398 -0.281 3.986  0.447
46 C 4.796 -2.117 2.933  -0.962
47 C 3.337 -2.402 2.592  1.491
48 H 2.700 -1.891 3.316  0.471
49 C 3.005 -3.896 2.583  -2.009
50 N 1.567 -4.077 2.481  0.515
51 C 0.747 -3.991 3.587  1.056
52 C -0.595 -3.842 3.444  -0.889
53 C -1.538 -3.621 4.539  0.632
54 O -1.297 -3.541 5.726  -0.747
55 O -2.787 -3.477 4.047  -0.150
56 C -3.805 -2.987 4.917  -1.359
57 C -4.249 -1.640 4.408  0.748
58 C -3.885 -0.472 5.063  -0.530
59 C -4.273 0.758 4.561  -0.646
60 C -5.015 0.832 3.395  -0.240
61 C -5.360 -0.329 2.725  -0.360
62 C -4.980 -1.559 3.230  -0.301
63 H -5.246 -2.466 2.709  0.304
64 H -5.928 -0.274 1.808  0.398
65 H -5.321 1.791 3.004  0.450
66 H -3.995 1.662 5.084  0.407
67 H -3.300 -0.528 5.969  0.385
68 H -3.405 -2.923 5.934  0.485
69 H -4.627 -3.708 4.888  0.368
70 C -1.209 -3.743 2.070  -0.345
71 N -0.276 -4.235 1.073  -0.047
72 C 1.062 -4.152 1.183  0.214
73 O 1.803 -4.231 0.217  -0.654
74 H -0.620 -4.167 0.118  0.558
75 C -1.628 -2.324 1.723  1.551
76 C -2.608 -2.127 0.759  -1.097
77 C -2.964 -0.855 0.367  -0.960
78 C -2.371 0.262 0.950  2.391
79 C -1.405 0.062 1.932  -1.342
80 C -1.023 -1.215 2.298  -0.916
81 H -0.253 -1.340 3.045  0.444
82 H -0.933 0.909 2.409  0.260
83 C -2.809 1.609 0.558  -0.550
84 C -2.955 2.613 1.515  0.523
85 C -3.465 3.850 1.167  -1.224
86 C -3.831 4.110 -0.144  -0.491
87 C -3.654 3.132 -1.109  -0.904
88 C -3.143 1.893 -0.767  -0.155
89 H -2.998 1.147 -1.533  0.640
90 H -3.926 3.329 -2.135  0.461
91 H -4.251 5.069 -0.410  0.421
92 H -3.595 4.610 1.925  0.472
93 H -2.699 2.406 2.543  0.433
94 H -3.731 -0.721 -0.381  0.645
95 H -3.090 -2.982 0.309  0.307
96 H -2.098 -4.385 2.016  0.490
97 C 1.409 -4.100 4.923  -2.041
98 H 0.657 -4.067 5.703  0.496
99 H 1.954 -5.040 4.994  0.380
100 H 2.106 -3.280 5.081  0.296
101 H 3.448 -4.371 1.704  0.470
102 H 3.386 -4.391 3.475  0.351
103 H 3.096 -1.994 1.609  -0.805
104 H 5.066 -2.668 3.838  0.442
105 H 5.441 -2.473 2.126  0.230
106 H 6.086 -0.501 3.503  0.462
107 H 5.325 1.189 2.060  0.442
108 C 3.869 1.264 -0.550  -1.253
109 H 3.392 2.002 -1.192  0.351
110 H 4.771 1.729 -0.146  0.815
111 C 4.225 0.007 -1.377  -0.506
112 C 3.722 0.039 -2.795  0.040
113 C 3.112 -1.080 -3.345  -0.190
114 C 2.675 -1.077 -4.658  -0.603
115 C 2.841 0.051 -5.442  -0.475
116 C 3.457 1.170 -4.907  -0.900
117 C 3.901 1.161 -3.597  -0.274
118 H 4.400 2.033 -3.200  0.451
119 H 3.602 2.050 -5.516  0.420
120 H 2.506 0.056 -6.470  0.508
121 H 2.198 -1.958 -5.061  0.371
122 H 2.973 -1.965 -2.743  0.518
123 H 5.312 -0.107 -1.410  0.556
124 H 3.815 -0.876 -0.882  0.123
125 H 1.036 1.004 1.237  -0.205
126 H -0.576 2.753 0.285  -0.311
127 H 0.620 5.296 1.044  0.418
128 H -1.098 4.977 0.682  0.309
129 H 0.098 6.502 -0.970  0.559
130 H 1.148 5.147 -1.377  0.284
131 H -0.945 3.845 -2.052  -0.559
132 H -0.480 6.493 -3.509  0.435

Forces on atoms 1 to 2 (eV/Å):
C -0.15 -0.14 0.20
H -0.04 0.00 -0.16

Orbital gap = 8.75 eV
Energy relative to the best compared isomer or geometry (same formula, charge and spin) = 0.0 kJ/mol
Calculated total energy = -85518.334 eV